(1)
{"formula": "C36H43ClN8O2", "method": "ωB97M-V/def2-TZVPD", "gap_ha": 0.2337, "homo_ev": -8.0, "symbols": ["C", "C", "N", "C", "C", "C", "O", "C", "Cl", "C", "C", "O", "H", "H", "H", "H", "H", "H", "H", "H", "C", "C", "C", "N", "C", "H", "H", "H", "H", "H", "C", "C", "C", "N", "C", "H", "H", "H", "H", "H", "C", "C", "C", "N", "C", "H", "H", "H", "H", "H", "C", "C", "C", "N", "C", "H", "H", "H", "H", "H", "C", "C", "C", "N", "C", "H", "H", "H", "H", "H", "C", "C", "C", "N", "C", "H", "H", "H", "H", "H", "C", "C", "C", "N", "C", "H", "H", "H", "H", "H"], "positions_angstrom": [[9.459515, 0.064456, -4.227836], [8.083075, 0.670531, -3.983323], [7.266552, -0.181205, -3.088795], [5.918177, -0.386342, -3.460200], [5.489308, -0.865197, -4.626811], [4.035503, -0.966465, -4.903919], [3.562199, -0.854074, -6.008962], [3.169597, -1.167356, -3.688148], [1.683859, -1.985973, -3.943772], [3.558213, -0.677129, -2.520631], [4.866851, 0.042285, -2.458370], [5.046804, 0.948829, -1.683834], [9.477342, -0.579970, -5.108116], [9.772551, -0.529762, -3.365035], [10.209704, 0.842231, -4.365890], [7.555008, 0.817576, -4.929577], [8.186498, 1.649826, -3.516222], [7.713873, -1.083160, -2.974849], [6.168263, -1.152904, -5.421282], [2.964259, -0.751124, -1.619230], [-1.241732, -5.079787, -0.674379], [-1.816965, -3.981070, 0.020610], [-1.494920, -2.846754, -0.675455], [-0.741041, -3.218885, -1.755374], [-0.586726, -4.576891, -1.768259], [-1.302003, -6.121196, -0.401671], [-2.391214, -4.020757, 0.931367], [-1.728534, -1.812636, -0.486681], [-0.340917, -2.590787, -2.428048], [-0.020562, -5.066566, -2.542091], [6.862930, 3.801384, -1.906336], [6.630945, 5.191478, -2.100420], [7.799285, 5.847877, -1.819523], [8.728733, 4.910308, -1.461062], [8.166702, 3.662714, -1.509862], [6.153958, 2.999573, -2.027845], [5.708617, 5.655347, -2.408109], [8.045006, 6.895667, -1.841221], [9.674244, 5.108454, -1.192166], [8.734913, 2.786960, -1.244047], [-0.333647, 0.411214, -9.183834], [-0.505761, -0.785189, -8.435275], [0.584242, -0.911071, -7.613459], [1.403169, 0.158339, -7.835623], [0.854585, 0.968674, -8.789122], [-1.003331, 0.814108, -9.925161], [-1.332459, -1.473383, -8.495067], [0.848984, -1.665889, -6.893725], [2.276497, 0.310052, -7.363185], [1.350710, 1.870048, -9.105973], [-2.929056, -1.308951, 2.311146], [-4.148196, -1.629594, 1.650554], [-5.163737, -1.056682, 2.367594], [-4.605055, -0.401192, 3.431444], [-3.245189, -0.552651, 3.407164], [-1.935229, -1.605269, 2.017464], [-4.263837, -2.214938, 0.753168], [-6.228718, -1.060610, 2.210737], [-5.111283, 0.089618, 4.144126], [-2.621936, -0.114499, 4.167498], [2.397442, -3.240964, 1.898491], [2.853295, -4.132154, 2.909855], [2.243930, -5.339427, 2.691829], [1.442765, -5.209196, 1.590633], [1.527335, -3.938636, 1.101514], [2.672463, -2.206123, 1.776796], [3.543697, -3.910768, 3.706557], [2.311421, -6.271838, 3.225401], [0.865522, -5.928517, 1.195066], [0.962055, -3.643469, 0.234345], [-7.030342, 1.120618, 8.282210], [-5.967448, 2.059181, 8.387898], [-5.622514, 2.433113, 7.117930], [-6.436219, 1.757659, 6.247874], [-7.298148, 0.952735, 6.950232], [-7.539254, 0.625462, 9.092104], [-5.510745, 2.418426, 9.294424], [-4.874724, 3.120222, 6.761389], [-6.415102, 1.852648, 5.248930], [-8.021868, 0.335385, 6.444602], [-11.897880, 3.774964, 7.249400], [-11.621710, 4.256786, 5.940848], [-10.370857, 3.813231, 5.600613], [-9.883748, 3.083881, 6.649318], [-10.805294, 3.055821, 7.657363], [-12.794052, 3.939036, 7.823989], [-12.266019, 4.859647, 5.323075], [-9.791516, 3.956976, 4.704490], [-8.985070, 2.633469, 6.682254], [-10.606036, 2.530188, 8.575471]], "forces_ev_per_angstrom": [[0.031, -0.040, 0.051], [-0.068, 0.088, 0.050], [0.124, -0.126, -0.248], [-0.093, 0.061, 0.217], [-0.061, -0.060, -0.050], [-0.042, 0.089, 0.086], [0.123, -0.238, 0.012], [0.096, 0.003, -0.100], [-0.073, 0.046, -0.120], [0.124, -0.064, 0.056], [-0.103, 0.107, 0.047], [0.054, -0.315, 0.032], [-0.037, -0.050, 0.063], [0.033, 0.069, -0.006], [-0.025, 0.000, -0.071], [0.091, 0.053, -0.007], [-0.059, 0.021, -0.001], [-0.024, 0.022, 0.059], [-0.060, 0.155, -0.085], [-0.018, 0.158, -0.014], [-0.010, -0.047, 0.024], [-0.046, -0.050, 0.002], [0.043, 0.005, 0.023], [-0.025, -0.017, -0.022], [0.065, 0.017, 0.047], [-0.054, -0.006, -0.035], [-0.009, 0.010, -0.005], [-0.009, 0.001, -0.010], [-0.048, 0.035, 0.031], [-0.008, -0.003, -0.005], [0.003, 0.062, -0.014], [-0.002, -0.011, -0.034], [0.008, -0.006, 0.015], [-0.001, 0.004, -0.007], [0.023, -0.016, 0.016], [0.039, 0.005, 0.048], [0.002, 0.000, -0.005], [-0.003, 0.001, -0.003], [-0.004, -0.002, 0.001], [-0.023, -0.007, 0.001], [-0.002, -0.009, 0.007], [0.000, 0.008, -0.005], [-0.014, -0.007, -0.001], [-0.002, 0.065, -0.012], [-0.004, 0.000, 0.013], [0.000, 0.001, 0.000], [-0.001, 0.001, -0.002], [0.012, -0.002, -0.010], [-0.009, -0.089, -0.013], [-0.004, 0.000, -0.007], [0.013, -0.011, -0.026], [0.011, 0.002, -0.011], [0.000, 0.019, 0.008], [0.017, 0.021, 0.027], [-0.011, 0.007, -0.020], [0.005, -0.013, 0.027], [-0.001, 0.002, -0.001], [-0.001, -0.008, -0.002], [0.004, -0.070, 0.046], [0.003, -0.008, 0.003], [0.015, -0.021, 0.007], [-0.009, 0.005, -0.002], [0.000, 0.010, -0.008], [-0.010, -0.046, -0.018], [0.073, 0.104, -0.031], [0.002, 0.001, 0.006], [0.001, 0.000, 0.000], [0.003, 0.002, 0.005], [-0.019, 0.025, 0.002], [-0.009, 0.011, 0.033], [-0.022, 0.033, 0.008], [-0.001, -0.003, 0.009], [-0.015, -0.006, -0.001], [0.025, -0.023, -0.079], [-0.001, -0.028, -0.060], [0.007, -0.008, -0.001], [-0.001, -0.002, 0.000], [-0.006, 0.008, 0.003], [-0.047, 0.068, 0.008], [0.022, -0.033, 0.008], [-0.002, 0.004, -0.006], [-0.003, -0.001, 0.008], [0.001, -0.010, 0.006], [0.011, 0.018, -0.029], [-0.001, -0.007, -0.005], [0.000, 0.000, -0.001], [0.000, 0.000, 0.000], [-0.003, 0.008, -0.001], [0.016, 0.021, 0.081], [0.001, 0.005, 0.003]]}

=====

(2)
{"formula": "C36H43GeNO6PRuS", "method": "ωB97M-V/def2-TZVPD", "gap_ha": [0.3437, 0.2350], "multiplicity": 6, "relative_energy_ev": 0.6658, "homo_ev": [-8.9, -8.9], "symbols": ["Ru", "C", "C", "C", "C", "C", "C", "H", "H", "H", "H", "H", "H", "S", "C", "N", "O", "C", "O", "C", "C", "Ge", "C", "C", "C", "C", "C", "C", "C", "C", "C", "C", "C", "C", "C", "C", "C", "C", "C", "C", "H", "H", "H", "H", "H", "H", "H", "H", "H", "H", "H", "H", "H", "H", "H", "H", "H", "H", "H", "C", "C", "C", "C", "O", "P", "O", "O", "O", "C", "C", "C", "C", "H", "H", "H", "H", "H", "H", "H", "H", "H", "H", "H", "H", "H", "H", "H", "H", "H", "H"], "positions_angstrom": [[0.791539, -1.442423, 0.279290], [-0.997679, 2.015372, -0.054501], [0.146800, 1.697950, -0.775736], [1.248638, 1.153077, -0.124240], [1.182668, 0.888731, 1.257236], [0.026646, 1.219000, 1.967355], [-1.050132, 1.790262, 1.315203], [-1.855840, 2.438167, -0.561746], [0.202528, 1.916745, -1.834229], [2.193939, 1.053540, -0.636839], [2.079850, 0.583605, 1.785078], [-0.017767, 1.034743, 3.033886], [-1.944403, 2.042114, 1.869520], [3.253496, -5.035243, 0.900523], [2.384110, -3.756734, 1.225705], [1.735752, -2.780590, 1.487387], [1.923349, -2.193036, -1.501856], [3.077178, -1.732481, -1.218966], [3.213701, -0.965467, -0.240264], [4.255351, -2.087209, -2.098265], [5.641612, -1.858918, -1.467171], [5.832717, -0.214583, -0.381038], [5.034560, 1.388545, -1.153705], [4.940911, 1.567421, -2.534995], [4.395054, 2.729975, -3.068073], [3.927909, 3.729575, -2.222778], [4.012943, 3.564161, -0.845297], [4.563591, 2.401564, -0.316691], [5.771286, -0.173529, 1.577838], [4.898965, -0.937942, 2.353111], [4.923510, -0.858021, 3.743483], [5.814850, -0.001225, 4.375151], [6.677693, 0.779549, 3.613537], [6.657432, 0.691409, 2.226185], [7.807681, 0.016088, -0.674861], [8.346227, 0.878140, -1.632978], [9.716797, 0.901630, -1.886833], [10.570056, 0.060410, -1.185727], [10.052166, -0.801980, -0.225065], [8.683797, -0.822215, 0.025815], [4.142974, -1.450251, -2.982079], [4.102750, -3.118745, -2.415594], [6.405242, -1.797564, -2.238759], [5.900637, -2.685824, -0.799893], [5.297708, 0.790998, -3.207457], [4.337241, 2.857311, -4.142670], [3.502663, 4.635416, -2.638388], [3.651461, 4.342736, -0.183330], [4.624273, 2.281492, 0.761968], [4.193235, -1.603182, 1.874357], [4.243164, -1.468513, 4.328663], [5.840379, 0.058369, 5.457833], [7.371396, 1.455797, 4.100562], [7.344642, 1.292396, 1.640745], [7.694176, 1.547430, -2.187934], [10.117971, 1.581735, -2.632349], [11.635860, 0.077158, -1.384689], [10.714865, -1.457512, 0.331452], [8.293718, -1.498568, 0.783083], [-2.432722, -3.776484, 2.638580], [-1.708025, -4.476001, 1.495710], [-2.644608, -5.370875, 0.695283], [-0.537090, -5.285256, 2.029249], [-1.100237, -3.480732, 0.585925], [-1.869550, -2.213097, -0.035914], [-3.299373, -2.384980, -0.292954], [-1.348985, -1.014738, 0.762453], [-0.914790, -2.117218, -1.360996], [-1.411073, -1.897651, -2.744534], [-2.104601, -3.167040, -3.208308], [-2.346390, -0.691838, -2.778371], [-0.177900, -1.616620, -3.583151], [-2.836650, -4.518663, 3.328059], [-3.253913, -3.160426, 2.263248], [-1.735097, -3.133297, 3.183802], [-3.037440, -6.155692, 1.344608], [-2.095301, -5.838037, -0.125495], [-3.473470, -4.795152, 0.285348], [-0.908177, -6.074762, 2.685545], [0.145637, -4.645471, 2.589737], [0.012432, -5.742962, 1.203422], [-2.932619, -3.410456, -2.540909], [-1.396682, -3.999339, -3.215612], [-2.491195, -3.021759, -4.218608], [-3.268060, -0.893637, -2.230660], [-2.587813, -0.442138, -3.812978], [-1.849502, 0.167436, -2.316743], [0.529251, -2.442097, -3.515924], [0.323511, -0.712176, -3.227072], [-0.474609, -1.473865, -4.623941]], "forces_ev_per_angstrom": [[0.449, -0.172, -0.540], [0.032, -0.056, -0.020], [-0.140, 0.039, 0.075], [-0.003, 0.280, 0.129], [0.095, 0.317, -0.067], [0.088, -0.006, 0.132], [-0.064, 0.007, -0.044], [0.025, 0.016, 0.008], [0.006, -0.028, -0.017], [-0.016, -0.188, -0.081], [0.044, -0.148, -0.017], [0.001, -0.003, -0.046], [0.010, -0.017, -0.014], [0.027, 0.024, -0.009], [-0.338, 0.611, 0.227], [0.195, -0.383, -0.097], [-0.258, 0.095, 0.313], [0.205, 0.052, -0.008], [-0.065, 0.035, 0.248], [0.079, 0.042, 0.195], [-1.023, 0.055, 0.387], [1.337, 0.232, -0.241], [-0.235, -0.047, 0.072], [-0.054, -0.001, 0.042], [-0.015, -0.015, 0.031], [0.018, -0.053, 0.020], [0.028, -0.030, -0.040], [-0.008, 0.058, -0.069], [-0.352, -0.125, -0.056], [0.060, 0.027, 0.116], [-0.012, -0.003, -0.081], [0.018, 0.032, -0.043], [-0.038, -0.014, -0.030], [-0.085, -0.068, 0.074], [-0.205, -0.023, 0.024], [0.070, -0.096, 0.112], [-0.070, 0.022, 0.006], [-0.038, -0.008, 0.022], [-0.082, 0.003, 0.021], [0.083, 0.113, -0.163], [-0.027, -0.093, -0.056], [0.054, -0.001, -0.125], [0.037, -0.011, -0.004], [0.013, -0.026, -0.097], [0.002, 0.070, 0.024], [-0.010, -0.005, 0.024], [0.014, -0.025, 0.021], [0.011, -0.028, -0.014], [-0.002, 0.006, -0.072], [-0.020, -0.020, -0.013], [0.060, 0.033, -0.039], [-0.009, 0.005, -0.068], [-0.028, -0.038, -0.024], [0.010, -0.010, 0.045], [0.047, -0.037, 0.039], [-0.036, -0.060, 0.063], [-0.057, 0.002, 0.018], [-0.049, 0.049, -0.054], [0.044, 0.049, -0.036], [0.102, 0.297, -0.150], [0.061, -0.089, 0.089], [0.064, 0.157, -0.125], [0.068, 0.096, -0.129], [-0.425, -0.264, 0.147], [-0.164, -0.486, -0.250], [-0.146, 0.038, 0.033], [0.853, -0.192, -0.025], [-0.277, 0.185, -0.206], [0.028, 0.141, -0.133], [0.031, -0.105, 0.224], [0.035, -0.033, 0.336], [0.114, -0.035, 0.163], [0.010, -0.001, -0.027], [0.021, -0.080, 0.038], [-0.075, -0.066, -0.023], [0.011, 0.027, -0.020], [-0.044, 0.003, 0.038], [-0.004, -0.015, 0.012], [0.019, 0.037, -0.027], [-0.041, -0.065, 0.010], [-0.010, 0.014, 0.072], [0.004, 0.022, -0.079], [-0.047, 0.045, -0.020], [0.015, -0.008, 0.023], [0.046, 0.013, -0.062], [0.024, -0.044, 0.029], [-0.048, -0.038, -0.084], [-0.024, 0.038, -0.033], [-0.015, -0.038, -0.075], [-0.006, 0.008, 0.053]]}

=====

Question: Which formula does entry 2 have?
Answer: C36H43GeNO6PRuS